Formula: C30H82B2Mn2O16
Source: the OMol25 dataset
Level of theory: the ωB97M-V functional and the def2-TZVPD basis

Properties
Orbital gap (spin up / spin down) in eV: 4.48 / 4.67
Charge: -2
Electronic energy in hartree: -4747.2097
Strongest force on any atom in eV/A: 4.53
Spin multiplicity: 11

Geometry (Å):
Mn (-0.295, -0.822, -3.105)
Mn (-1.613, 1.567, -0.934)
C (2.937, -2.243, -4.975)
C (2.620, -2.243, -3.482)
O (1.269, -2.423, -3.218)
H (3.968, -1.921, -5.123)
H (2.253, -1.622, -5.554)
H (2.899, -3.223, -5.451)
H (2.956, -1.316, -3.020)
H (3.244, -2.970, -2.961)
C (-0.512, 3.370, 3.087)
C (-1.638, 3.401, 2.044)
O (-1.864, 2.252, 1.270)
H (-0.308, 4.413, 3.332)
H (0.429, 2.980, 2.697)
H (-0.754, 2.842, 4.009)
H (-1.555, 4.290, 1.419)
H (-2.552, 3.451, 2.636)
O (-3.568, 0.662, -0.516)
C (-3.993, -0.100, -1.683)
C (-3.303, 0.316, -3.037)
O (-1.924, 0.650, -2.926)
H (-5.069, 0.055, -1.769)
H (-3.786, -1.163, -1.557)
H (-3.871, 1.151, -3.446)
H (-3.482, -0.542, -3.685)
B (-1.564, -3.252, -2.496)
H (-1.504, -2.237, -2.858)
H (-1.212, -3.938, -3.251)
H (-0.959, -3.363, -1.610)
H (-2.573, -3.537, -2.241)
B (0.066, -0.195, -0.913)
H (0.156, 0.491, -1.741)
H (0.898, -0.068, -0.237)
H (-0.824, 0.049, -0.354)
H (-0.037, -1.225, -1.215)
C (-4.437, 2.875, 4.509)
O (-4.097, 1.711, 3.771)
C (-3.791, 0.594, 4.571)
C (-2.694, -0.138, 3.845)
O (-2.879, -0.301, 2.452)
C (-2.017, -1.367, 1.983)
H (-4.765, 3.681, 3.851)
H (-3.559, 3.222, 5.054)
H (-5.288, 2.697, 5.167)
H (-4.632, -0.098, 4.606)
H (-3.362, 0.904, 5.524)
H (-2.494, -1.045, 4.416)
H (-1.793, 0.456, 4.001)
H (-1.945, -1.336, 0.895)
H (-2.414, -2.295, 2.395)
H (-1.003, -1.255, 2.366)
C (2.141, 1.511, -3.700)
O (1.160, 0.611, -4.121)
C (0.572, 0.957, -5.387)
C (-0.045, -0.270, -6.128)
O (-0.823, -1.014, -5.176)
C (-1.935, -1.698, -5.679)
H (1.693, 2.504, -3.742)
H (2.974, 1.379, -4.390)
H (2.450, 1.187, -2.706)
H (1.280, 1.317, -6.134)
H (-0.129, 1.783, -5.271)
H (0.661, -0.880, -6.691)
H (-0.747, 0.280, -6.756)
H (-1.600, -2.312, -6.516)
H (-2.677, -0.986, -6.041)
H (-2.347, -2.287, -4.860)
C (-1.389, -6.971, -2.164)
O (-0.547, -5.971, -1.579)
C (-0.310, -6.150, -0.152)
C (-0.007, -4.818, 0.514)
O (1.014, -4.207, -0.319)
C (1.482, -3.065, 0.335)
H (-2.415, -6.873, -1.811)
H (-1.021, -7.947, -1.849)
H (-1.303, -6.963, -3.251)
H (0.550, -6.783, 0.069)
H (-1.183, -6.611, 0.308)
H (0.346, -5.033, 1.522)
H (-0.926, -4.236, 0.590)
H (2.119, -3.332, 1.179)
H (0.714, -2.395, 0.722)
H (2.060, -2.432, -0.339)
C (-3.651, 3.851, -2.091)
O (-2.290, 3.423, -1.679)
C (-1.253, 3.998, -2.479)
C (0.014, 4.150, -1.687)
O (0.248, 2.807, -1.093)
C (1.394, 2.865, -0.238)
H (-3.842, 3.735, -3.158)
H (-3.743, 4.919, -1.891)
H (-4.364, 3.340, -1.444)
H (-1.537, 5.000, -2.798)
H (-1.147, 3.355, -3.353)
H (-0.193, 5.016, -1.058)
H (0.859, 4.462, -2.300)
H (2.312, 3.068, -0.790)
H (1.656, 1.871, 0.124)
H (1.265, 3.572, 0.582)
C (3.992, 0.051, 0.162)
O (4.637, 1.155, -0.375)
C (5.777, 1.538, 0.394)
C (5.727, 3.020, 0.800)
O (4.484, 3.212, 1.587)
C (4.511, 4.281, 2.488)
H (4.723, -0.755, 0.208)
H (3.126, -0.115, -0.479)
H (3.587, 0.232, 1.158)
H (6.693, 1.480, -0.194)
H (6.028, 0.894, 1.238)
H (5.740, 3.686, -0.063)
H (6.577, 3.311, 1.417)
H (4.949, 5.188, 2.071)
H (5.127, 3.959, 3.327)
H (3.526, 4.489, 2.906)
C (2.056, -0.001, 3.464)
O (1.464, -0.762, 4.562)
C (1.078, -0.048, 5.723)
C (0.480, -0.990, 6.752)
O (-0.437, -1.877, 6.154)
C (-1.164, -2.712, 7.086)
H (1.954, -0.552, 2.529)
H (3.119, 0.103, 3.679)
H (1.592, 0.985, 3.459)
H (0.281, 0.651, 5.467)
H (1.937, 0.495, 6.119)
H (-0.052, -0.317, 7.425)
H (1.318, -1.509, 7.219)
H (-0.554, -2.946, 7.958)
H (-1.591, -3.585, 6.592)
H (-1.991, -2.135, 7.500)

Atomic forces in eV per Å
Mn 0.165 -1.673 0.653
Mn -2.450 -1.306 2.009
C 0.584 -0.199 -0.190
C -2.192 0.081 0.250
O 0.537 0.809 -0.514
H 0.311 0.391 -0.222
H 0.066 0.272 0.257
H -0.287 -0.353 0.298
H 0.511 0.955 -0.128
H 0.323 -0.799 0.000
C 0.432 0.464 -0.409
C -1.109 -2.828 -0.806
O 1.618 1.006 -0.191
H 0.102 0.325 0.425
H 0.039 -0.283 -0.184
H -0.174 -0.218 -0.067
H 0.256 0.779 -0.184
H -0.446 0.930 0.396
O 0.408 -0.377 -2.512
C 1.560 1.566 1.510
C 0.148 -0.110 1.154
O -0.501 -0.089 -0.126
H -0.526 -0.193 -0.463
H 0.013 -0.314 0.182
H -0.118 0.544 -0.279
H 0.165 -0.208 -0.469
B 0.055 -0.624 0.318
H -0.366 4.121 -1.563
H 1.513 -2.541 -3.122
H 2.229 -0.203 3.081
H -4.385 -0.702 0.897
B 0.578 -0.101 0.575
H 0.853 2.750 -3.001
H 3.283 0.337 2.367
H -2.999 0.299 2.343
H -0.282 -3.640 -0.772
C 0.013 -0.618 -0.474
O -0.729 1.220 0.398
C 0.312 -0.086 -1.830
C 1.092 0.391 -0.441
O 0.131 -1.103 0.970
C -0.487 0.948 0.374
H 0.269 -0.224 -0.399
H 0.020 0.151 0.353
H -0.055 -0.165 0.487
H -0.539 0.231 0.618
H -0.351 -0.171 0.456
H -0.105 -0.709 -0.180
H 0.492 0.278 -0.142
H -0.510 -0.051 0.124
H -0.001 -0.439 -0.316
H 0.239 0.224 0.188
C -0.002 -0.489 -0.156
O -1.086 -0.452 -1.806
C 0.617 -1.107 -0.150
C -1.406 1.315 2.040
O 1.228 0.710 -0.861
C -0.119 -0.135 -0.361
H 0.443 0.405 0.330
H 0.379 0.507 0.016
H -0.112 0.373 0.056
H 0.830 0.199 0.239
H -0.482 -0.265 0.352
H -0.024 -0.054 0.196
H -0.141 -0.441 -0.808
H -0.175 -0.404 -0.054
H -0.198 0.162 -0.046
H 0.139 -0.128 -0.114
C 1.110 0.258 1.103
O -0.005 -0.785 0.884
C -0.451 0.342 -1.173
C 0.366 -0.293 -1.873
O -1.119 -0.376 1.669
C 0.498 0.775 -0.044
H -0.237 0.157 -0.219
H -0.024 -0.507 0.096
H -0.125 0.570 0.115
H 0.234 -0.466 -0.520
H -0.257 -0.034 0.167
H 0.325 0.090 0.292
H 0.159 0.526 -0.287
H 0.296 -0.209 0.402
H -0.468 -0.181 -0.084
H -0.019 -0.320 -0.353
C 1.263 0.096 0.852
O -1.243 1.874 -0.921
C -0.718 -0.154 -0.681
C -0.653 -1.740 0.146
O 1.045 3.222 -0.248
C 0.527 -0.756 -0.039
H 0.184 -0.611 0.008
H 0.191 0.255 0.155
H 0.305 -0.437 -0.257
H -0.197 0.187 -0.205
H 0.207 -0.112 -0.192
H 0.327 -0.562 1.306
H 0.150 -0.342 -0.308
H -0.020 0.736 -0.466
H -0.894 -0.056 0.302
H -0.133 -0.051 -0.018
C -0.680 -0.515 0.053
O 1.701 1.615 0.540
C 0.296 1.179 -0.627
C -2.010 -0.384 1.338
O 0.785 -0.282 -1.461
C 0.652 -0.379 0.473
H -0.427 -0.611 -0.085
H 0.169 -0.617 -0.028
H 0.130 0.183 0.238
H 0.101 -0.214 -0.661
H -0.779 -0.077 0.315
H -0.330 -0.035 -0.205
H 0.253 -0.264 0.196
H -0.085 0.218 -0.181
H 0.297 0.297 0.413
H -0.163 -0.130 -0.443
C -0.364 -0.235 1.811
O 0.292 -0.334 -0.542
C -0.460 -0.267 -1.622
C 0.148 0.084 -0.569
O -0.320 -0.930 0.329
C 0.372 1.553 -0.162
H -0.455 0.059 0.201
H 0.262 0.177 -0.034
H -0.064 0.023 -0.532
H 0.022 0.439 -0.248
H 0.053 0.165 0.441
H 0.105 -0.094 0.698
H -0.159 -0.392 0.484
H 0.314 -0.510 -0.124
H 0.453 0.080 -0.145
H -0.332 0.159 -0.038